(1)
{"formula": "C32H29BBr2F3N3O4SSc", "method": "ωB97M-V with the def2-TZVPD basis set", "species": ["Sc", "Br", "C", "Br", "H", "H", "O", "S", "O", "N", "C", "C", "C", "C", "C", "C", "C", "C", "N", "C", "C", "C", "C", "C", "C", "C", "H", "H", "H", "H", "H", "H", "H", "H", "H", "H", "H", "C", "C", "C", "C", "C", "C", "C", "C", "O", "B", "O", "C", "C", "H", "H", "H", "H", "H", "H", "H", "H", "H", "H", "H", "H", "F", "C", "F", "F", "C", "C", "C", "N", "C", "C", "H", "H", "H", "H"], "xyz": [[0.33, 0.08, 0.57], [-1.85, 0.25, -2.50], [-1.43, 1.84, -3.45], [-1.00, 3.33, -2.31], [-2.29, 2.11, -4.05], [-0.56, 1.63, -4.06], [-1.26, -1.32, 0.10], [-0.69, -2.48, 0.86], [0.05, -3.43, 0.09], [0.15, -1.64, 1.89], [1.21, -2.10, 2.69], [1.39, -3.33, 3.25], [2.51, -3.56, 4.10], [3.41, -2.57, 4.37], [3.24, -1.29, 3.78], [4.13, -0.21, 4.00], [3.91, 0.99, 3.38], [2.82, 1.11, 2.51], [1.97, 0.12, 2.28], [2.16, -1.07, 2.93], [-2.00, -3.31, 1.64], [-2.90, -2.58, 2.41], [-3.92, -3.25, 3.06], [-4.02, -4.64, 2.93], [-3.12, -5.35, 2.16], [-2.09, -4.69, 1.50], [0.69, -4.13, 3.07], [2.64, -4.54, 4.53], [4.26, -2.75, 5.02], [4.97, -0.35, 4.67], [4.57, 1.83, 3.53], [2.65, 2.03, 1.96], [-2.81, -1.50, 2.50], [-4.64, -2.71, 3.66], [-4.82, -5.16, 3.44], [-3.21, -6.42, 2.06], [-1.37, -5.22, 0.89], [1.41, 7.14, 1.58], [2.20, 7.09, 0.27], [1.58, 8.09, -0.71], [3.65, 7.50, 0.57], [2.20, 5.69, -0.35], [2.81, 5.49, -1.59], [2.86, 4.26, -2.23], [2.27, 3.20, -1.57], [2.18, 1.88, -1.97], [1.50, 1.22, -0.97], [1.18, 2.16, 0.08], [1.68, 3.38, -0.34], [1.61, 4.60, 0.30], [1.40, 8.16, 1.95], [1.85, 6.51, 2.35], [0.37, 6.83, 1.43], [1.55, 9.09, -0.25], [0.56, 7.81, -0.98], [2.16, 8.18, -1.63], [3.68, 8.50, 1.01], [4.26, 7.51, -0.34], [4.12, 6.80, 1.27], [3.26, 6.34, -2.09], [3.33, 4.13, -3.19], [1.12, 4.69, 1.26], [-5.79, 2.48, 3.26], [-4.81, 2.00, 4.02], [-4.59, 2.88, 5.01], [-5.24, 0.86, 4.59], [-3.55, 1.74, 3.23], [-2.42, 1.27, 3.90], [-1.30, 1.00, 3.15], [-1.26, 1.18, 1.83], [-2.34, 1.65, 1.20], [-3.51, 1.94, 1.87], [-2.43, 1.11, 4.96], [-0.40, 0.61, 3.61], [-2.27, 1.78, 0.12], [-4.37, 2.31, 1.33]], "orbital_gap_ev": 7.98, "charge": 1, "e_homo_ev": -11.064}


(2)
{"formula": "C3H9NO3S", "method": "ωB97M-V with the def2-TZVPD basis set", "species": ["C", "C", "C", "N", "O", "O", "O", "S", "H", "H", "H", "H", "H", "H", "H", "H", "H"], "xyz": [[-0.19, -1.07, 1.34], [-1.38, -2.29, -0.40], [-0.39, -1.20, -0.10], [0.11, -0.30, -0.88], [1.72, 1.81, 0.90], [0.45, 3.72, 0.12], [1.55, 2.30, -1.54], [0.70, 2.08, -0.10], [-0.70, -0.05, 1.69], [0.89, -0.80, 1.45], [-0.46, -1.87, 1.96], [-2.28, -2.12, 0.39], [-1.16, -3.37, -0.44], [-1.68, -2.01, -1.40], [-0.35, -0.38, -1.78], [1.91, 1.47, -1.70], [1.27, 4.10, 0.48]], "orbital_gap_ev": 10.36, "charge": 0, "e_homo_ev": -9.711}


(3)
{"formula": "C41H63GeN5OP3RuTe", "method": "ωB97M-V with the def2-TZVPD basis set", "species": ["Ru", "C", "C", "C", "P", "C", "N", "Ge", "N", "C", "P", "C", "C", "C", "C", "C", "C", "C", "C", "C", "C", "C", "C", "N", "C", "C", "C", "C", "C", "C", "C", "C", "C", "C", "C", "C", "N", "C", "P", "C", "C", "C", "C", "C", "C", "C", "C", "C", "H", "H", "H", "H", "H", "H", "H", "H", "H", "H", "H", "H", "H", "H", "H", "H", "H", "H", "H", "H", "H", "H", "H", "H", "H", "H", "H", "H", "H", "H", "H", "H", "H", "H", "H", "H", "H", "H", "H", "H", "H", "H", "H", "H", "H", "H", "H", "H", "H", "H", "H", "H", "H", "H", "H", "H", "H", "H", "H", "H", "O", "Te", "C", "C", "N", "H", "H", "H"], "xyz": [[1.67, -1.48, 0.13], [2.06, 4.97, 3.05], [2.29, 4.93, 1.51], [3.67, 4.35, 1.30], [0.78, 4.02, 0.71], [0.70, 2.15, 0.89], [-0.14, 1.57, -0.07], [-0.27, -0.35, 0.00], [-1.25, -0.88, -1.52], [-0.73, -1.32, -2.87], [1.09, -1.07, -3.30], [2.07, -2.74, -3.52], [3.65, -2.66, -3.46], [1.61, -3.79, -4.58], [1.09, -0.13, -4.89], [2.50, 0.27, -5.32], [0.33, -1.00, -5.92], [-2.61, -1.16, -1.32], [-3.21, -2.32, -1.88], [-4.49, -2.71, -1.49], [-5.26, -1.89, -0.65], [-4.72, -0.72, -0.12], [-3.43, -0.36, -0.46], [-2.83, 0.83, -0.04], [-2.35, 1.70, -1.04], [-3.13, 1.87, -2.21], [-2.66, 2.48, -3.37], [-1.29, 2.86, -3.42], [-0.52, 2.65, -2.28], [-0.98, 2.08, -1.09], [-2.86, 1.19, 1.37], [-3.55, 2.33, 1.86], [-3.38, 2.78, 3.18], [-2.37, 2.24, 3.99], [-1.68, 1.09, 3.51], [-1.94, 0.58, 2.21], [-1.21, -0.54, 1.76], [-0.41, -1.22, 2.77], [0.37, -2.56, 1.79], [-1.12, -3.65, 1.30], [-0.54, -4.79, 0.56], [-1.94, -4.18, 2.48], [1.43, -3.29, 3.22], [1.38, -4.80, 3.46], [1.80, -2.54, 4.66], [-0.91, 4.82, 1.46], [-0.78, 6.36, 1.78], [-1.94, 4.69, 0.39], [2.83, 5.53, 3.50], [2.09, 3.96, 3.52], [1.10, 5.43, 3.37], [2.15, 5.97, 1.09], [4.43, 4.86, 1.95], [4.06, 4.37, 0.29], [3.69, 3.31, 1.70], [0.46, 1.82, 1.90], [1.76, 1.85, 0.74], [-1.43, -0.88, -3.62], [-0.89, -2.42, -3.06], [1.72, -3.15, -2.57], [3.95, -1.86, -2.75], [4.04, -2.39, -4.44], [4.10, -3.63, -3.20], [2.10, -4.75, -4.34], [1.88, -3.55, -5.61], [0.51, -4.03, -4.61], [0.45, 0.78, -4.69], [3.22, -0.42, -4.91], [2.80, 1.23, -4.91], [2.53, 0.24, -6.44], [0.12, -2.04, -5.59], [0.88, -1.11, -6.84], [-0.61, -0.50, -6.11], [-2.60, -3.03, -2.42], [-4.97, -3.61, -1.86], [-6.29, -2.16, -0.41], [-5.32, -0.09, 0.55], [-4.14, 1.46, -2.17], [-3.24, 2.53, -4.25], [-0.80, 3.28, -4.27], [0.56, 2.86, -2.42], [-4.27, 2.89, 1.22], [-3.97, 3.59, 3.58], [-2.18, 2.68, 4.93], [-0.96, 0.59, 4.10], [-0.99, -1.65, 3.59], [0.36, -0.62, 3.26], [-1.77, -3.04, 0.60], [0.37, -5.24, 0.95], [-0.20, -4.59, -0.47], [-1.24, -5.64, 0.61], [-2.90, -4.54, 2.12], [-2.13, -3.44, 3.30], [-1.44, -4.99, 2.97], [2.35, -3.21, 2.67], [1.76, -5.11, 2.43], [0.32, -4.97, 3.63], [1.93, -4.85, 4.37], [0.82, -2.73, 5.13], [1.72, -1.44, 4.56], [2.71, -3.00, 5.12], [-1.27, 4.46, 2.45], [-1.68, 6.94, 1.69], [-0.05, 6.77, 1.08], [-0.39, 6.52, 2.76], [-1.58, 4.39, -0.62], [-2.24, 5.72, 0.23], [-2.80, 4.10, 0.78], [0.72, 4.56, -0.72], [2.54, 0.24, -2.07], [5.61, -2.62, 2.60], [4.38, -2.26, 1.70], [3.42, -2.06, 1.12], [6.13, -3.57, 2.44], [5.45, -2.66, 3.73], [6.31, -1.76, 2.50]], "spin_multiplicity": 5, "orbital_gap_ev": [2.02, 6.88], "charge": -1, "e_homo_ev": [0.072, -4.957]}


(4)
{"formula": "HNO2", "method": "ωB97M-V with the def2-TZVPD basis set", "species": ["N", "O", "O", "H"], "xyz": [[-1.72, -0.06, 0.06], [-2.03, -1.16, -0.02], [-2.18, 1.01, -0.02], [0.22, -0.03, -0.14]], "orbital_gap_ev": [9.73, 9.33], "charge": 0, "e_homo_ev": [-10.769, -10.139]}


(5)
{"formula": "C22H19ClN2OS2", "method": "ωB97M-V with the def2-TZVPD basis set", "species": ["O", "C", "C", "C", "C", "C", "C", "S", "N", "C", "C", "S", "C", "C", "C", "C", "C", "C", "Cl", "C", "C", "N", "C", "C", "C", "C", "C", "C", "H", "H", "H", "H", "H", "H", "H", "H", "H", "H", "H", "H", "H", "H", "H", "H", "H", "H", "H"], "xyz": [[-0.69, -4.48, -0.27], [-1.40, -3.60, 0.18], [-2.78, -3.26, -0.39], [-2.71, -1.92, -1.05], [-2.23, -1.62, -2.28], [-2.26, -0.24, -2.57], [-2.75, 0.50, -1.55], [-3.19, -0.48, -0.20], [-1.05, -2.83, 1.23], [0.27, -2.86, 1.81], [1.06, -1.60, 1.48], [0.35, -0.17, 2.39], [0.28, 1.07, 1.14], [1.24, 1.40, 0.20], [2.58, 0.89, 0.00], [3.39, 0.57, 1.09], [4.68, 0.11, 0.91], [5.18, -0.03, -0.38], [6.79, -0.60, -0.62], [4.40, 0.30, -1.48], [3.11, 0.76, -1.29], [0.72, 2.39, -0.61], [-0.52, 2.75, -0.17], [-1.40, 3.72, -0.63], [-2.60, 3.85, 0.02], [-2.94, 3.04, 1.11], [-2.07, 2.07, 1.58], [-0.84, 1.93, 0.94], [-3.51, -3.25, 0.41], [-3.03, -4.03, -1.12], [-1.86, -2.37, -2.97], [-1.93, 0.18, -3.50], [-2.90, 1.56, -1.48], [-1.64, -2.05, 1.50], [0.20, -2.98, 2.89], [0.78, -3.74, 1.38], [2.10, -1.71, 1.77], [1.00, -1.38, 0.41], [3.00, 0.70, 2.09], [5.30, -0.14, 1.75], [4.80, 0.19, -2.48], [2.50, 0.99, -2.15], [1.23, 2.84, -1.35], [-1.14, 4.35, -1.47], [-3.31, 4.60, -0.31], [-3.89, 3.17, 1.59], [-2.32, 1.45, 2.42]], "smiles": "O=C(Cc1cccs1)NCCSc1c(-c2ccc(Cl)cc2)[nH]c2ccccc12", "orbital_gap_ev": 7.99, "charge": 0, "e_homo_ev": -7.754}


(6)
{"formula": "C21H16CaIN4O6Se", "method": "ωB97M-V with the def2-TZVPD basis set", "species": ["Ca", "O", "C", "O", "C", "C", "C", "C", "C", "N", "C", "O", "O", "H", "H", "H", "C", "N", "C", "Se", "N", "C", "C", "C", "C", "C", "C", "H", "H", "H", "H", "H", "H", "H", "H", "O", "C", "O", "H", "I", "C", "C", "C", "C", "N", "C", "H", "H", "H", "H"], "xyz": [[-0.83, 0.45, -0.52], [-1.40, -1.13, 3.59], [-1.27, -0.44, 2.59], [-0.63, -0.76, 1.51], [-1.93, 0.94, 2.53], [-2.46, 1.58, 3.64], [-3.01, 2.84, 3.46], [-3.04, 3.41, 2.19], [-2.49, 2.69, 1.14], [-1.94, 1.50, 1.33], [-2.48, 3.19, -0.32], [-3.07, 4.24, -0.57], [-1.86, 2.42, -1.12], [-2.42, 1.08, 4.60], [-3.42, 3.38, 4.30], [-3.46, 4.38, 1.99], [4.22, 2.10, -0.08], [3.57, 0.91, 0.39], [2.42, 0.89, 1.13], [1.50, 2.35, 1.75], [2.05, -0.40, 1.25], [2.90, -1.22, 0.54], [2.88, -2.58, 0.30], [3.89, -3.09, -0.50], [4.88, -2.26, -1.05], [4.89, -0.89, -0.81], [3.88, -0.39, -0.01], [4.06, 2.89, 0.65], [3.81, 2.41, -1.04], [5.29, 1.90, -0.18], [1.11, -0.68, 1.59], [2.10, -3.21, 0.71], [3.91, -4.15, -0.72], [5.65, -2.69, -1.67], [5.64, -0.25, -1.25], [-0.15, -1.08, -2.27], [0.97, -0.51, -2.32], [1.30, 0.47, -1.61], [1.71, -0.91, -3.03], [-2.98, -4.85, -1.03], [-3.22, -2.86, -1.56], [-3.47, -2.50, -2.87], [-3.61, -1.16, -3.18], [-3.47, -0.23, -2.17], [-3.21, -0.57, -0.91], [-3.09, -1.86, -0.61], [-3.56, -3.26, -3.64], [-3.79, -0.84, -4.20], [-3.53, 0.84, -2.36], [-2.84, -2.09, 0.43]], "orbital_gap_ev": 6.98, "charge": -1, "e_homo_ev": -4.947}


(7)
{"formula": "C4H6O2Si", "method": "ωB97M-V with the def2-TZVPD basis set", "species": ["C", "C", "C", "C", "O", "O", "Si", "H", "H", "H", "H", "H", "H"], "xyz": [[0.96, 0.57, 0.22], [0.62, -0.70, 0.31], [-1.33, 1.06, -0.76], [0.10, 1.52, -0.58], [-2.23, 1.82, -1.02], [-2.27, -1.84, 0.60], [-0.99, -1.43, -0.36], [1.79, 0.88, 0.83], [1.33, -1.30, 1.00], [0.11, 2.52, -0.10], [0.33, 1.59, -1.63], [-2.77, -1.02, 0.94], [-1.05, -1.78, -1.80]], "orbital_gap_ev": 7.40, "charge": 0, "e_homo_ev": -7.473}


(8)
{"formula": "C4H9O2P", "method": "ωB97M-V with the def2-TZVPD basis set", "species": ["C", "C", "C", "C", "O", "O", "P", "H", "H", "H", "H", "H", "H", "H", "H", "H"], "xyz": [[-1.42, 1.11, 0.18], [-0.78, 0.55, -1.18], [-0.71, 0.51, 1.32], [1.43, -1.65, -0.07], [2.61, 0.78, 0.55], [0.62, 0.79, -1.11], [1.33, 0.19, 0.21], [-1.41, 2.19, 0.03], [-2.43, 0.55, 0.14], [-0.85, -0.58, -1.18], [-1.03, 1.21, -2.11], [-0.69, 0.98, 2.28], [-0.86, -0.65, 1.47], [0.60, -2.11, 0.39], [1.30, -1.85, -1.23], [2.28, -2.03, 0.33]], "orbital_gap_ev": 9.80, "charge": 0, "e_homo_ev": -9.011}